Entry from the OMol25 dataset: a molecular structure, C41H41N7O4S3Sn (the ωB97M-V functional and the def2-TZVPD basis).

Positions of all 97 atoms, in Å:
Sn (-0.26, -0.27, -0.23)
S (-3.83, -0.42, -0.85)
S (-0.44, 1.06, -3.60)
S (0.82, -0.50, -7.17)
O (-0.08, -0.45, -8.30)
O (-3.05, -1.47, -1.46)
O (-4.85, 0.22, -1.66)
O (1.83, -1.53, -7.21)
N (0.83, 1.24, 1.30)
N (-1.42, 2.25, -0.52)
N (-2.92, 0.59, -0.04)
N (-0.73, -1.17, 2.11)
N (0.02, -0.47, -5.76)
N (0.19, -2.75, 0.30)
N (2.11, 0.26, -0.69)
C (-0.04, 1.83, 2.30)
C (1.62, 1.08, -6.97)
C (0.50, -4.61, 1.79)
C (-4.57, -2.67, 2.41)
C (0.26, -3.22, 1.50)
C (-6.65, -3.48, 3.58)
C (2.64, 3.45, -6.07)
C (0.82, -5.26, 2.95)
C (2.67, -0.36, -1.88)
C (2.30, -2.90, -2.29)
C (0.28, -3.61, -0.87)
C (-1.29, -0.22, 3.05)
C (-5.96, -2.69, 2.50)
C (0.23, -2.40, 3.94)
C (-3.92, -1.97, 1.41)
C (1.73, 2.77, -5.28)
C (1.22, 1.57, -5.75)
C (-1.10, 3.51, -0.82)
C (2.12, 1.39, 1.37)
C (3.15, -1.81, -1.60)
C (-6.05, -1.25, 0.56)
C (-2.04, 4.48, -1.09)
C (-4.67, -1.25, 0.49)
C (-0.09, -2.22, 2.57)
C (5.21, 2.29, 1.90)
C (-0.30, 0.87, 3.46)
C (-3.38, 4.11, -1.05)
C (3.03, 2.95, -7.31)
C (-3.73, 2.81, -0.74)
C (2.88, 0.79, 0.21)
C (2.76, 2.07, 2.45)
C (4.31, 0.77, 0.12)
C (2.52, 1.75, -7.78)
C (0.24, 0.64, -5.07)
C (5.29, 1.46, 0.79)
C (1.71, -3.95, -1.33)
C (-2.70, 1.88, -0.48)
C (-6.69, -1.97, 1.57)
C (4.06, 2.51, 2.64)
C (0.75, -3.47, 4.64)
C (1.01, -4.77, 4.25)
H (1.68, -4.92, -1.83)
H (-4.75, 2.48, -0.70)
H (0.98, -6.33, 2.83)
H (-0.24, -3.08, -1.68)
H (4.19, -1.92, -1.90)
H (-3.98, -3.23, 3.14)
H (-7.72, -3.54, 3.40)
H (2.89, -3.40, -3.05)
H (-1.74, 5.49, -1.33)
H (3.48, 0.25, -2.30)
H (1.47, -2.42, -2.82)
H (-7.78, -1.98, 1.62)
H (-2.84, -1.96, 1.34)
H (4.20, 3.10, 3.55)
H (-0.99, 2.03, 1.81)
H (4.68, 0.15, -0.69)
H (0.46, -5.25, 0.92)
H (1.37, -5.47, 5.00)
H (-0.69, 1.42, 4.33)
H (-2.13, 0.26, 2.54)
H (3.74, 3.51, -7.92)
H (1.41, 3.13, -4.31)
H (0.95, -3.27, 5.69)
H (2.34, -4.06, -0.45)
H (0.65, 0.41, 3.76)
H (3.12, -1.96, -0.52)
H (2.81, 1.35, -8.74)
H (-6.50, -3.03, 4.57)
H (-6.61, -0.70, -0.18)
H (-0.28, -4.54, -0.71)
H (0.07, -1.52, 4.56)
H (-4.16, 4.84, -1.25)
H (6.29, 1.31, 0.39)
H (1.87, -0.38, -2.62)
H (-1.70, -0.72, 3.94)
H (-0.04, 3.73, -0.85)
H (-6.25, -4.50, 3.63)
H (0.34, 2.79, 2.66)
H (6.13, 2.75, 2.25)
H (3.06, 4.39, -5.71)
H (2.09, 2.34, 3.26)

Output
Strongest force on any atom (eV/Å): 0.71
HOMO level (eV): -2.36
E (eV): -100140.718
Total charge: -2
M (g mol⁻¹): 910.736
HOMO-LUMO gap (eV): 6.4

=====

Entry from the OMol25 dataset: 6 unconnected molecules or ions with the total composition C41H42BF5N2O2S in a non-equilibrium geometry (the ωB97M-V functional and the def2-TZVPD basis).

Positions of all 94 atoms, in Å:
S (-0.38, 4.02, 1.77)
F (-3.07, -2.97, -0.41)
F (5.52, -0.51, 4.89)
F (5.73, -1.70, -0.63)
F (-7.05, 2.77, 1.70)
F (-6.27, 3.47, -4.56)
O (-0.61, -3.81, 0.81)
O (0.72, 2.87, -0.51)
N (0.46, 4.61, -2.23)
N (-0.08, 5.22, -1.08)
C (-4.65, 3.53, -1.56)
C (1.48, -1.21, 3.06)
C (-5.49, 2.41, -1.55)
C (-1.03, 2.24, 1.94)
C (-4.46, -6.04, -1.76)
C (9.34, -1.85, -0.31)
C (5.68, -1.97, 3.04)
C (-3.64, -3.83, -1.26)
C (1.77, 0.39, 3.32)
C (-4.01, -3.39, -2.53)
C (-4.83, -5.61, -3.03)
C (-5.51, 2.85, -6.71)
C (0.77, 1.10, 4.40)
C (8.73, -0.02, -1.78)
C (-5.49, 3.72, -5.62)
C (6.85, -3.88, 4.71)
C (-1.69, 1.92, 3.41)
C (-3.87, 4.23, -7.82)
C (-2.18, -3.07, 4.44)
C (7.03, -1.40, -0.79)
C (7.99, -2.16, -0.13)
C (-6.29, 2.15, -0.45)
C (0.10, 4.13, -0.05)
C (9.71, -0.78, -1.13)
C (0.51, -1.50, 1.77)
C (-3.85, 5.09, -6.72)
C (-6.27, 3.02, 0.64)
C (5.89, -1.70, 4.39)
C (-3.85, -5.15, -0.87)
C (-4.66, 4.84, -5.62)
C (6.65, -4.16, 3.36)
C (-4.63, 4.40, -0.46)
C (7.39, -0.34, -1.61)
C (-5.45, 4.14, 0.64)
C (-0.82, 0.75, 4.23)
C (-4.70, 3.11, -7.81)
C (-4.60, -4.29, -3.42)
C (-1.31, -3.20, 3.32)
C (6.07, -3.21, 2.52)
C (0.95, 3.19, -1.94)
C (6.47, -2.64, 5.23)
B (-0.46, -2.86, 1.95)
H (5.92, -3.42, 1.47)
H (10.76, -0.54, -1.26)
H (-1.92, 2.86, 4.07)
H (-2.74, 1.41, 3.20)
H (7.69, -2.98, 0.50)
H (-4.63, -7.07, -1.46)
H (1.09, 0.71, 5.47)
H (-4.89, -3.95, -4.42)
H (-1.28, 0.75, 5.33)
H (1.88, 0.98, 2.30)
H (0.98, -1.64, 4.06)
H (5.22, -1.22, 2.41)
H (2.50, -1.78, 2.91)
H (-3.19, 5.96, -6.72)
H (10.11, -2.44, 0.19)
H (1.41, 2.37, -2.64)
H (1.12, -1.61, 0.75)
H (7.29, -4.63, 5.37)
H (-3.98, 5.27, -0.46)
H (-4.02, 3.74, -2.42)
H (6.61, 0.23, -2.11)
H (6.62, -2.41, 6.28)
H (-0.12, 1.56, 1.64)
H (-5.50, 1.75, -2.41)
H (9.02, 0.81, -2.41)
H (-4.72, 2.44, -8.67)
H (6.95, -5.13, 2.96)
H (-2.87, -3.18, 5.39)
H (-1.84, 2.13, 1.07)
H (-5.45, 4.80, 1.50)
H (-0.27, -0.62, 1.57)
H (-6.94, 1.28, -0.43)
H (0.91, 2.29, 4.45)
H (-3.23, 4.43, -8.68)
H (-3.84, -2.36, -2.81)
H (-3.55, -5.47, 0.12)
H (-4.67, 5.50, -4.76)
H (-1.44, -3.53, 0.28)
H (-6.16, 1.98, -6.68)
H (-5.29, -6.31, -3.73)
H (-1.06, -0.30, 3.77)
H (2.86, 0.43, 3.81)

Output
Strongest force on any atom (eV/Å): 10.26
HOMO level (eV): -8.66
E (eV): -75361.721
M (g mol⁻¹): 732.668
HOMO-LUMO gap (eV): 8.5

=====

Entry from the OMol25 dataset: 3 unconnected molecules or ions with the total composition C41H44BN2O7 in a non-equilibrium geometry (the ωB97M-V functional and the def2-TZVPD basis).

Positions of all 95 atoms, in Å:
O (4.08, -3.32, -1.29)
O (-1.63, -1.03, -1.43)
O (-4.81, 4.89, 4.57)
O (2.08, 2.56, 0.98)
O (-4.33, 3.41, -0.55)
O (5.89, -1.83, -0.90)
O (-3.62, -4.38, -5.11)
N (3.58, -2.84, 2.17)
N (2.77, 1.59, 0.51)
C (-1.99, 4.10, 0.81)
C (-3.49, -1.65, -2.74)
C (2.79, -3.12, 3.38)
C (0.93, -3.86, -3.10)
C (-5.31, -2.37, -4.15)
C (-2.25, 4.94, 3.45)
C (-5.91, 4.23, 2.59)
C (0.63, 0.29, 0.42)
C (-5.78, 3.86, 1.25)
C (-4.00, -2.52, -3.71)
C (-3.38, 4.56, 2.73)
C (6.84, -2.47, -0.03)
C (-5.60, -0.53, -2.63)
C (-8.29, 3.99, 2.43)
C (3.00, 0.68, 2.85)
C (-1.74, -3.70, -3.86)
C (-7.16, 4.29, 3.18)
C (-4.44, 3.77, 0.60)
C (-4.71, 4.59, 3.40)
C (3.59, -1.29, 0.21)
C (-2.08, -1.77, -2.28)
C (2.78, -2.24, 1.09)
C (4.76, 2.03, 1.82)
C (4.41, -0.26, 0.98)
C (7.93, -3.09, -0.86)
C (-6.11, -1.37, -3.61)
C (1.93, 0.67, -0.31)
C (-4.30, -0.67, -2.19)
C (2.69, -0.55, -0.81)
C (-0.87, 4.48, 1.53)
C (-1.22, -2.81, -2.91)
C (0.11, -2.90, -2.54)
C (-0.92, -4.67, -4.41)
C (1.48, 1.47, -1.57)
C (-1.00, 4.90, 2.85)
C (-8.17, 3.64, 1.09)
C (-3.25, 4.15, 1.40)
C (-3.16, -3.60, -4.30)
C (3.68, 0.98, 1.51)
C (-6.92, 3.57, 0.50)
C (0.41, -4.76, -4.04)
B (4.57, -2.17, -0.67)
H (1.72, -3.20, 3.18)
H (1.86, 2.48, -1.53)
H (-6.23, 0.25, -2.20)
H (-9.27, 4.04, 2.89)
H (-1.89, 3.78, -0.22)
H (1.05, -5.51, -4.47)
H (-7.25, 4.57, 4.22)
H (2.39, -0.21, 2.84)
H (5.25, 0.09, 0.38)
H (-3.90, -0.01, -1.43)
H (-0.06, 1.12, 0.41)
H (8.74, -3.41, -0.21)
H (3.89, -3.75, 1.83)
H (-7.12, -1.25, -3.96)
H (0.18, -0.52, -0.14)
H (-0.13, 5.20, 3.41)
H (3.80, 0.50, 3.55)
H (-6.82, 3.29, -0.54)
H (-5.70, -3.03, -4.91)
H (0.41, 1.47, -1.67)
H (2.36, -3.01, 0.45)
H (-1.32, -5.36, -5.14)
H (7.30, -1.72, 0.60)
H (1.94, -1.25, -1.15)
H (0.11, 4.44, 1.07)
H (4.84, -0.75, 1.85)
H (-9.05, 3.41, 0.51)
H (3.29, -0.26, -1.67)
H (2.94, -2.33, 4.10)
H (7.57, -3.93, -1.43)
H (4.40, 2.77, 2.52)
H (1.86, 1.01, -2.47)
H (1.97, -3.92, -2.81)
H (1.92, -1.73, 1.51)
H (3.10, -4.05, 3.84)
H (-2.35, 5.26, 4.48)
H (6.36, -3.22, 0.60)
H (0.79, -0.06, 1.44)
H (5.02, 2.52, 0.88)
H (4.52, -4.11, -0.95)
H (8.33, -2.36, -1.55)
H (2.45, 1.54, 3.21)
H (0.51, -2.21, -1.81)
H (5.66, 1.55, 2.18)

Output
Relative energy (zero: lowest compared OMol25 entry of this formula, charge and spin) (eV): 0.0000
Strongest force on any atom (eV/Å): 1.90
HOMO level (alpha / beta) (eV): -8.29 / -9.24
E (eV): -61220.991
<S²>: 0.754
Multiplicity: 2
M (g mol⁻¹): 687.622
HOMO-LUMO gap (alpha / beta) (eV): 7.3 / 8.3

=====

Entry from the OMol25 dataset: a molecular structure, C41H44CaFN4O2PS3Si (the ωB97M-V functional and the def2-TZVPD basis).

Positions of all 98 atoms, in Å:
Ca (-0.96, 0.56, 0.00)
S (-1.99, 3.02, -0.23)
S (-3.66, 1.17, 1.26)
S (-2.27, 3.40, 2.73)
P (1.18, 2.61, -1.36)
Si (-1.48, -1.20, 5.39)
F (0.93, 0.61, 1.08)
O (-0.82, 0.24, -2.47)
O (-3.82, -2.88, -1.17)
N (0.85, -4.21, 1.19)
N (0.92, 3.44, 1.64)
N (-0.19, -1.96, 0.91)
N (-2.20, -1.25, -1.43)
C (0.58, -3.29, 5.61)
C (0.58, -2.28, -0.28)
C (-0.97, -5.31, 4.56)
C (-3.72, -1.56, -3.20)
C (0.70, -1.93, 2.08)
C (1.39, -3.58, -0.06)
C (2.06, 6.72, 0.48)
C (-0.11, 2.86, -5.26)
C (2.80, 1.88, -1.86)
C (1.35, 4.41, 0.78)
C (4.76, 1.58, -3.25)
C (-1.45, -4.01, 4.59)
C (-3.30, -1.98, -1.80)
C (2.36, 5.15, -1.30)
C (5.28, 0.67, -2.34)
C (0.06, -0.04, 5.27)
C (-2.67, 2.57, 1.31)
C (2.55, 6.43, -0.80)
C (-0.91, 4.81, -4.12)
C (-1.24, -2.95, 1.13)
C (-4.77, -1.94, -4.00)
C (-2.41, -0.82, 3.75)
C (-0.64, -4.37, 1.09)
C (3.33, 0.97, -0.95)
C (-0.25, 4.41, -2.97)
C (-1.82, -0.47, -2.48)
C (0.54, 2.45, -4.10)
C (0.50, 3.24, -2.95)
C (-2.88, -0.01, -4.85)
C (0.30, -5.63, 5.05)
C (-4.87, -1.34, -5.25)
C (-0.69, -2.93, 5.11)
C (-3.94, -0.39, -5.67)
C (1.72, 4.15, -0.56)
C (-2.79, -0.63, -3.62)
C (-0.83, 4.05, -5.28)
C (1.06, -4.59, 5.59)
C (1.47, 5.74, 1.25)
C (1.20, -3.36, 2.38)
C (3.53, 2.18, -3.01)
C (4.57, 0.37, -1.19)
H (-1.49, 5.72, -4.11)
H (-2.45, -3.81, 4.22)
H (-0.05, 2.24, -6.15)
H (2.15, 7.72, 0.88)
H (-2.93, 0.13, 3.86)
H (2.28, -3.42, 2.52)
H (-5.49, -2.67, -3.66)
H (0.66, -6.65, 5.05)
H (0.15, -1.55, 2.94)
H (-0.34, 5.00, -2.07)
H (0.49, 0.06, 4.26)
H (0.70, -3.81, 3.23)
H (1.26, -1.46, -0.50)
H (-1.34, 4.36, -6.18)
H (1.11, 5.95, 2.25)
H (1.21, -2.51, 6.03)
H (-1.83, -0.70, 2.81)
H (-5.69, -1.60, -5.91)
H (0.86, -0.33, 5.95)
H (5.31, 1.82, -4.15)
H (0.90, 2.48, 1.31)
H (-0.11, -2.39, -1.12)
H (-4.06, 0.08, -6.64)
H (-0.25, 0.97, 5.56)
H (1.27, -4.30, -0.87)
H (-2.16, 0.74, -5.14)
H (-0.85, -4.89, 0.16)
H (0.10, 3.68, 2.19)
H (1.06, 1.50, -4.09)
H (-1.69, -2.75, 2.10)
H (2.05, -4.80, 5.99)
H (2.45, -3.40, 0.11)
H (1.27, -5.13, 1.32)
H (-1.60, -6.11, 4.16)
H (2.75, 0.73, -0.06)
H (4.97, -0.32, -0.46)
H (6.24, 0.21, -2.52)
H (-0.95, -4.97, 1.95)
H (-2.02, -2.85, 0.37)
H (1.51, -1.23, 1.87)
H (3.03, 7.19, -1.39)
H (3.14, 2.89, -3.73)
H (-3.20, -1.55, 3.55)
H (2.67, 4.93, -2.31)

Output
Relative energy (zero: lowest compared OMol25 entry of this formula, charge and spin) (eV): 0.1889
Strongest force on any atom (eV/Å): 0.85
HOMO level (eV): -0.52
E (eV): -124120.086
Total charge: -2
M (g mol⁻¹): 839.166
HOMO-LUMO gap (eV): 3.6

=====

Entry from the OMol25 dataset: a molecular structure, C41H44CdNO2Sb2Te (the ωB97M-V functional and the def2-TZVPD basis).

Positions of all 92 atoms, in Å:
Te (-2.33, -3.26, -1.58)
Sb (-0.35, -3.40, 2.14)
Sb (2.34, -0.58, 0.95)
Cd (-0.25, -1.58, -0.13)
O (-0.96, 0.34, 0.00)
O (0.09, 1.78, 2.23)
N (0.08, -1.09, -2.31)
C (1.58, 0.29, -4.80)
C (-0.05, 1.34, -2.00)
C (-1.17, 3.96, 3.52)
C (-1.31, -5.23, 1.61)
C (3.95, -2.03, 5.39)
C (-3.14, 5.34, 3.52)
C (-1.25, -2.87, -3.39)
C (-0.52, 2.59, 1.56)
C (-4.34, 0.12, 0.22)
C (2.44, -3.43, 3.50)
C (3.34, 0.99, 1.98)
C (-3.30, -1.40, -1.31)
C (3.32, -0.29, -0.94)
C (0.55, 5.07, -2.70)
C (0.70, 0.56, -7.02)
C (-1.10, -3.22, 4.13)
C (0.22, 3.78, -1.98)
C (4.15, -1.82, 4.04)
C (0.13, -2.27, -3.17)
C (-3.41, 4.94, 2.21)
C (-0.39, 2.60, 0.06)
C (-4.04, 0.74, -2.08)
C (3.64, -2.18, 1.62)
C (-3.74, -1.11, -0.03)
C (0.25, 2.57, -2.62)
C (1.60, -4.24, 2.55)
C (-4.48, 1.04, -0.80)
C (-0.80, 0.43, -5.13)
C (2.26, -3.63, 4.87)
C (-1.43, 3.57, 2.22)
C (3.00, -2.94, 5.82)
C (0.29, 0.28, -4.28)
C (-2.01, 4.85, 4.17)
C (-0.59, 0.57, -6.50)
C (-2.56, 4.07, 1.56)
C (0.08, 0.11, -2.80)
C (-3.46, -0.49, -2.34)
C (-0.48, 1.36, -0.63)
C (1.78, 0.43, -6.16)
C (3.40, -2.50, 3.07)
C (-0.09, 3.76, -0.61)
H (4.65, -1.79, 1.48)
H (2.84, -3.12, 6.87)
H (-0.95, -5.57, 0.64)
H (0.86, 0.67, -8.08)
H (-1.18, -3.84, -3.88)
H (0.43, 5.92, -2.04)
H (-0.11, 5.22, -3.56)
H (-0.29, 3.56, 4.03)
H (-4.16, 1.46, -2.88)
H (0.77, -3.01, -2.68)
H (-1.80, 0.47, -4.73)
H (-2.13, -2.87, 4.09)
H (3.03, 1.00, 3.02)
H (-1.05, -4.21, 4.59)
H (3.18, -1.17, -1.57)
H (2.79, 0.44, -6.56)
H (-0.06, 4.69, -0.05)
H (0.53, 2.56, -3.67)
H (-1.08, -5.98, 2.37)
H (-4.29, 5.31, 1.71)
H (2.43, 0.18, -4.13)
H (3.50, -3.03, 0.95)
H (4.41, 0.80, 1.90)
H (4.55, -1.49, 6.12)
H (4.91, -1.12, 3.71)
H (-2.76, 3.76, 0.54)
H (-2.39, -5.09, 1.55)
H (-0.49, -2.51, 4.68)
H (-1.79, 5.16, 5.18)
H (2.07, -4.40, 1.59)
H (4.39, -0.13, -0.78)
H (1.38, -5.22, 2.99)
H (3.07, 1.94, 1.51)
H (2.89, 0.58, -1.43)
H (1.53, -4.37, 5.20)
H (0.57, -2.05, -4.14)
H (1.58, 5.07, -3.07)
H (-4.95, 2.00, -0.60)
H (-4.68, 0.35, 1.22)
H (-3.12, -0.72, -3.35)
H (-1.87, -2.22, -4.00)
H (-3.60, -1.81, 0.78)
H (-1.44, 0.68, -7.16)
H (-3.80, 6.03, 4.02)

Output
Relative energy (zero: lowest compared OMol25 entry of this formula, charge and spin) (eV): 0.0000
Strongest force on any atom (eV/Å): 0.78
HOMO level (eV): -9.94
E (eV): -73742.956
Total charge: +1
M (g mol⁻¹): 1066.340
HOMO-LUMO gap (eV): 7.1

=====

> What is the formula in the fourth record?

C41H44CaFN4O2PS3Si